Entry 1:
The following is a quantum chemistry calculation of the molecule C25H31ClN2O5 in a non-equilibrium geometry, from the OMol25 dataset.

Last column: Löwdin charge in e.
CARTESIAN COORDINATES (ANGSTROEM)
C: -3.373 4.169 2.755  -0.075
C: -3.514 2.677 2.774  -0.234
O: -2.248 2.090 2.375  -0.016
C: -2.273 0.759 2.522  -0.484
C: -0.970 0.095 2.270  -0.107
C: 0.041 0.638 1.514  -0.072
C: 1.446 0.239 1.832  -0.168
C: 2.317 1.062 2.546  -0.026
C: 3.639 0.649 2.766  -0.682
Cl: 4.717 1.660 3.633  0.675
C: 4.102 -0.586 2.290  -0.105
C: 3.211 -1.449 1.635  -0.056
C: 1.879 -1.053 1.498  -0.065
C: -0.909 -1.329 2.708  -0.436
O: -0.003 -1.843 3.376  0.075
O: -1.993 -2.009 2.290  -0.040
C: -2.004 -3.349 2.823  -0.222
C: -3.312 -3.914 2.351  -0.076
O: -3.285 0.168 2.874  0.047
H: -4.318 4.621 3.050  0.077
H: -2.613 4.495 3.457  0.078
H: -3.122 4.526 1.758  0.072
H: -3.776 2.311 3.778  0.129
H: -4.286 2.325 2.068  0.114
H: -0.173 1.559 0.911  0.151
H: 1.955 1.993 2.973  0.122
H: 5.135 -0.871 2.454  0.098
H: 3.521 -2.432 1.240  0.106
H: 1.138 -1.819 1.187  0.105
H: -1.137 -3.909 2.419  0.129
H: -1.939 -3.322 3.933  0.139
H: -3.410 -4.955 2.654  0.076
H: -4.147 -3.345 2.775  0.087
H: -3.376 -3.852 1.260  0.066
C: 3.049 0.973 -3.150  -0.079
C: 3.005 0.191 -1.834  -0.214
N: 1.730 -0.484 -1.456  -0.054
C: 1.618 -1.809 -2.167  -0.196
C: 2.085 -3.017 -1.382  -0.088
C: 0.722 0.335 -0.952  -0.399
C: -0.306 -0.318 -0.057  -0.076
N: -1.685 0.023 -0.455  0.019
C: -2.037 1.266 -0.898  0.009
C: -3.365 1.666 -0.940  -0.023
C: -4.385 0.773 -0.615  -0.034
C: -4.028 -0.557 -0.374  -0.025
C: -2.700 -0.937 -0.432  0.015
O: 0.790 1.572 -1.145  0.014
H: 4.022 1.462 -3.218  0.076
H: 2.953 0.300 -4.000  0.064
H: 2.270 1.732 -3.168  0.065
H: 3.751 -0.639 -1.915  0.120
H: 3.307 0.848 -0.974  0.134
H: 0.622 -1.956 -2.608  0.121
H: 2.328 -1.675 -2.995  0.104
H: 2.066 -3.887 -2.058  0.081
H: 3.126 -2.923 -1.034  0.071
H: 1.436 -3.237 -0.526  0.064
H: -0.266 -1.406 -0.126  0.125
H: -1.226 1.934 -1.141  0.123
H: -3.565 2.720 -1.164  0.124
H: -5.417 1.113 -0.514  0.121
H: -4.772 -1.297 -0.066  0.127
H: -2.393 -1.982 -0.324  0.134

Its multiplicity is 1.

Entry 2:
The following is a quantum chemistry calculation of a structure of composition C25H31F2N3 in a non-equilibrium geometry, from the OMol25 dataset.

Last column: Löwdin charge in e.
CARTESIAN COORDINATES (ANGSTROEM)
F: 4.039 0.791 1.793  0.055
C: 3.110 1.797 1.564  -0.209
C: 3.356 2.669 0.497  0.044
C: 2.392 3.679 0.245  -0.034
C: 1.215 3.734 0.986  -0.037
C: 0.932 2.730 1.938  -0.207
C: -0.472 2.617 2.313  -0.009
C: -1.067 1.318 2.611  -0.165
C: -2.490 1.247 2.660  -0.039
C: -3.140 0.073 3.003  -0.022
C: -2.407 -1.121 3.190  0.052
C: -1.032 -1.068 3.021  -0.194
F: -0.330 -2.276 3.009  0.052
C: -0.343 0.101 2.723  0.072
C: 1.972 1.851 2.359  0.036
H: 4.199 2.547 -0.190  0.139
H: 2.548 4.432 -0.549  0.128
H: 0.451 4.503 0.829  0.119
H: -1.161 3.308 1.735  0.159
H: -3.063 2.137 2.377  0.106
H: -4.228 0.117 3.106  0.128
H: -2.935 -2.068 3.308  0.141
H: 0.711 -0.003 2.507  0.109
H: 1.897 1.185 3.239  0.137
C: 4.616 10.909 9.257  -0.101
C: 3.611 10.891 8.118  -0.276
C: 2.529 9.836 8.310  -0.190
C: 1.383 9.833 7.268  -0.088
N: 1.502 8.736 6.265  -0.025
C: 2.447 8.744 5.231  0.028
C: 2.353 7.545 4.614  0.013
N: 1.367 6.805 5.265  -0.025
C: 0.962 5.408 4.935  -0.058
C: -0.243 5.364 4.009  -0.240
C: -1.393 6.066 4.689  -0.150
C: -2.699 5.350 4.272  -0.118
C: -2.232 3.917 3.977  -0.159
N: -0.761 3.931 3.714  0.025
C: 0.884 7.552 6.264  -0.017
H: 5.319 11.735 9.132  0.082
H: 4.137 11.038 10.236  0.085
H: 5.209 9.988 9.301  0.082
H: 3.139 11.869 8.038  0.115
H: 4.126 10.706 7.176  0.100
H: 2.986 8.831 8.344  0.125
H: 2.047 9.993 9.292  0.125
H: 0.418 9.709 7.781  0.133
H: 1.374 10.787 6.716  0.141
H: 3.106 9.596 5.067  0.151
H: 2.911 7.166 3.773  0.143
H: 1.816 4.895 4.465  0.144
H: 0.684 4.909 5.890  0.154
H: -0.012 5.804 3.023  0.158
H: -1.287 5.931 5.781  0.113
H: -1.409 7.152 4.514  0.135
H: -3.490 5.343 5.058  0.136
H: -3.121 5.861 3.382  0.129
H: -2.459 3.240 4.825  0.150
H: -2.805 3.559 3.125  0.083
H: -0.351 3.312 4.441  0.157
H: 0.141 7.224 6.997  0.178

Its multiplicity is 1. Its total charge is +2.

Entry 3:
The following is a quantum chemistry calculation of a cluster of 6 separate species, C25H31F6O20S in total in a non-equilibrium geometry, from the OMol25 dataset.

Last column: Löwdin charge in e.
CARTESIAN COORDINATES (ANGSTROEM)
C: -2.707 -2.363 0.382  0.105
C: -1.861 -2.080 1.366  -0.156
S: -0.894 -1.895 2.979  1.069
C: -0.439 -0.092 3.174  -0.388
O: -0.307 0.641 1.920  -0.221
C: 0.202 1.971 2.333  -0.160
C: 1.707 2.258 1.798  -0.160
O: 1.791 3.712 1.577  -0.216
C: 2.861 4.032 0.644  -0.252
C: 2.508 3.708 -0.910  -0.086
H: -3.436 -2.946 -0.309  0.088
H: 0.282 -2.635 2.720  0.109
H: -1.212 0.397 3.883  0.131
H: 0.610 -0.067 3.681  0.130
H: 0.179 2.097 3.491  0.131
H: -0.461 2.836 1.924  0.149
H: 2.502 1.919 2.570  0.138
H: 1.829 1.666 0.804  0.126
H: 3.855 3.561 1.004  0.132
H: 3.025 5.183 0.698  0.122
H: 2.335 2.577 -1.111  0.064
H: 3.365 4.135 -1.544  0.088
H: 1.507 4.248 -1.134  0.091
C: -4.135 -5.373 -3.497  -0.051
C: -3.825 -6.795 -3.162  -0.311
O: -2.790 -6.686 -2.206  0.154
C: -3.007 -5.500 -1.576  -0.520
O: -2.499 -5.187 -0.529  0.125
O: -3.875 -4.709 -2.269  0.064
F: -3.344 -7.453 -4.242  0.081
H: -3.480 -4.969 -4.274  0.156
H: -5.173 -5.234 -3.806  0.151
H: -4.665 -7.350 -2.733  0.181
C: -0.922 -1.214 -2.420  -0.081
C: 0.515 -0.919 -2.703  -0.322
O: 0.877 -1.925 -3.626  0.146
C: -0.269 -2.227 -4.298  -0.525
O: -0.304 -2.837 -5.332  0.169
O: -1.374 -1.747 -3.655  0.069
F: 1.269 -1.067 -1.588  0.073
H: -1.053 -1.963 -1.633  0.111
H: -1.485 -0.319 -2.150  0.147
H: 0.693 0.066 -3.144  0.179
C: 3.569 7.889 4.135  -0.067
C: 2.998 7.286 2.894  -0.326
O: 4.012 7.492 1.933  0.126
C: 5.178 7.498 2.640  -0.524
O: 6.266 7.377 2.145  0.162
O: 4.959 7.648 3.977  0.080
F: 1.890 7.953 2.495  0.071
H: 3.392 8.965 4.202  0.123
H: 3.188 7.414 5.042  0.148
H: 2.779 6.216 2.974  0.163
C: -2.622 -6.377 4.052  -0.029
C: -3.857 -5.935 3.342  -0.296
O: -3.764 -4.523 3.382  0.199
C: -2.440 -4.255 3.407  -0.377
O: -1.962 -3.154 3.169  -0.247
O: -1.701 -5.348 3.720  0.127
F: -4.964 -6.312 4.015  0.111
H: -2.749 -6.414 5.138  0.162
H: -2.268 -7.350 3.708  0.160
H: -3.923 -6.270 2.302  0.185
C: 3.169 12.317 1.732  -0.063
C: 2.086 13.118 2.380  -0.324
O: 1.159 12.136 2.795  0.149
C: 1.901 11.017 3.030  -0.507
O: 1.508 10.065 3.648  0.147
O: 3.147 11.113 2.483  0.071
F: 1.480 13.929 1.483  0.083
H: 2.958 12.094 0.682  0.151
H: 4.143 12.804 1.799  0.146
H: 2.415 13.701 3.246  0.178
C: -1.753 -9.954 -5.872  -0.076
C: -0.315 -9.659 -6.151  -0.327
O: 0.049 -10.665 -7.072  0.143
C: -1.096 -10.967 -7.748  -0.522
O: -1.128 -11.575 -8.781  0.175
O: -2.202 -10.486 -7.107  0.076
F: 0.437 -9.807 -5.034  0.075
H: -1.886 -10.702 -5.085  0.150
H: -2.316 -9.059 -5.603  0.119
H: -0.135 -8.674 -6.592  0.178

For the energy relative to the best compared isomer or geometry (same formula, charge and spin), the calculation gives 613.1 kJ/mol. Its multiplicity is 1. Its total charge is +1.

Entry 4:
The following is a quantum chemistry calculation of a structure of composition C25H31N3O4S in a non-equilibrium geometry, from the OMol25 dataset.

Last column: Löwdin charge in e.
CARTESIAN COORDINATES (ANGSTROEM)
C: 2.935 0.413 3.299  0.070
H: 1.976 0.549 2.994  0.030
O: 3.770 0.133 2.035  -0.049
C: 3.655 0.842 0.959  -0.369
C: 2.932 1.904 0.795  -0.094
C: 2.916 2.802 -0.123  -0.122
C: 3.653 2.391 -1.094  -0.183
C: 4.403 1.334 -1.348  -0.019
C: 4.292 0.489 -0.228  -0.059
C: 5.098 -0.918 -0.171  -0.146
N: 4.286 -1.819 -0.681  -0.224
C: 3.393 -2.682 0.089  -0.295
C: 2.105 -2.397 0.246  -0.199
H: 2.151 -1.187 0.937  0.199
C: 1.393 -1.988 -1.117  -0.281
C: 2.258 -1.242 -1.815  -0.199
C: 3.757 -2.020 -1.938  -0.079
H: 3.591 -2.913 -2.348  0.061
H: 4.487 -1.163 -2.695  0.200
H: 1.870 -1.152 -2.828  0.115
H: 2.383 -0.184 -1.693  0.094
C: -0.024 -1.101 -0.611  -0.113
N: 0.308 0.110 0.072  -0.060
S: -0.801 0.477 1.374  0.650
O: -0.091 1.623 1.729  -0.282
O: -1.067 -0.744 1.866  -0.198
C: -2.154 0.921 0.344  -0.215
C: -3.299 0.550 0.422  -0.127
C: -4.567 0.786 -0.088  -0.128
C: -4.388 1.954 -0.887  0.046
C: -3.229 2.810 -1.104  0.004
C: -2.114 2.246 -0.533  -0.088
C: -0.776 3.080 -0.511  -0.015
H: -0.247 2.825 0.359  0.023
H: -1.048 4.023 -0.727  0.040
H: -0.171 2.857 -1.324  0.064
H: -3.181 3.611 -1.814  0.115
H: -5.310 2.359 -1.200  0.097
C: -5.746 0.126 -0.078  -0.215
C: -6.183 -0.931 0.685  -0.062
C: -7.354 -1.334 0.436  -0.259
N: -7.992 -0.238 -0.285  0.117
O: -6.913 0.479 -0.731  -0.022
C: -8.376 -2.487 0.769  0.050
H: -8.033 -3.251 0.367  -0.005
H: -9.160 -2.278 0.304  -0.002
H: -8.313 -2.442 1.872  0.113
H: -5.319 -1.812 1.257  0.222
H: -3.301 -0.412 0.955  0.132
H: 0.716 0.806 -0.348  0.011
H: -0.351 -0.911 -1.779  0.164
H: -0.570 -1.756 -0.225  0.016
H: 1.339 -2.875 -1.545  0.095
H: 1.549 -2.991 1.050  0.146
H: 3.550 -3.859 -0.111  0.153
H: 4.026 -2.747 1.376  0.201
H: 5.938 -0.817 -0.846  0.120
H: 5.287 -1.126 0.906  0.127
H: 5.058 1.117 -2.051  0.071
H: 3.962 3.147 -1.834  0.125
H: 2.490 3.750 -0.274  0.121
H: 2.352 2.381 1.875  0.195
H: 3.052 -0.410 3.845  0.057
H: 3.145 1.293 3.768  0.065

For the energy relative to the best compared isomer or geometry (same formula, charge and spin), the calculation gives 2485.0 kJ/mol. Its multiplicity is 1.

One value per record, in order, for Kohn-Sham gap: 0.20506 0.29770 0.31937 0.24485 hartree.
One value per record, in order, for DFT total energy: -1917.0286 -1334.6197 -3472.8112 -1833.7966 hartree.